{
  "formula": "H26O13",
  "method": "ωB97M-V/def2-TZVPD",
  "species": ["O", "H", "H", "O", "H", "H", "O", "H", "H", "O", "H", "H", "O", "H", "H", "O", "H", "H", "O", "H", "H", "O", "H", "H", "O", "H", "H", "O", "H", "H", "O", "H", "H", "O", "H", "H", "O", "H", "H"],
  "coordinates": [[-16.0590, -10.9427, -28.9999], [-16.7447, -11.5789, -28.7967], [-15.2466, -11.3709, -28.7300], [-15.1401, -5.4655, -29.0838], [-14.6925, -5.2220, -28.2735], [-15.2469, -6.4148, -29.0230], [-12.6000, -11.4806, -24.5615], [-13.2540, -11.0509, -25.1127], [-13.0891, -12.1551, -24.0903], [-15.7967, -8.0814, -29.3229], [-16.0790, -8.9960, -29.3316], [-15.4296, -7.9353, -30.1948], [-12.4676, -8.7814, -25.0800], [-12.9142, -8.9329, -25.9130], [-12.9152, -9.3566, -24.4596], [-13.6247, -9.4756, -27.5584], [-13.5754, -10.2621, -28.1017], [-14.1196, -8.8495, -28.0869], [-10.8120, -8.8254, -29.0922], [-10.9247, -9.0741, -30.0096], [-11.4745, -8.1508, -28.9432], [-15.4825, -10.0502, -25.2456], [-15.9135, -10.2472, -24.4139], [-15.6100, -10.8378, -25.7745], [-13.2136, -9.3077, -31.1139], [-12.3913, -9.3794, -31.5986], [-13.2059, -8.4191, -30.7583], [-10.8172, -10.0874, -26.6613], [-10.8571, -9.5696, -27.4653], [-11.5903, -9.8193, -26.1646], [-13.4664, -12.1685, -29.0032], [-13.3479, -12.2730, -29.9473], [-13.4027, -13.0573, -28.6535], [-13.1921, -6.5686, -26.7469], [-13.0901, -7.2096, -26.0434], [-12.3549, -6.1052, -26.7726], [-16.1208, -7.4239, -25.9164], [-15.7667, -8.3122, -25.9578], [-16.5579, -7.3003, -26.7590]],
  "mulliken_charge": [-0.654, 0.298, 0.300, -0.675, 0.345, 0.440, -0.590, 0.278, 0.286, -0.658, 0.238, 0.250, -0.677, 0.206, 0.340, 0.678, 0.025, -0.091, -0.665, 0.255, 0.274, -0.603, 0.255, 0.269, -0.583, 0.281, 0.278, -0.749, 0.415, 0.250, -0.529, 0.251, 0.244, -0.520, 0.272, 0.264, -0.613, 0.296, 0.322],
  "e_above_lowest_kcal_mol": 50.68,
  "total_charge": 0,
  "e_lumo_ev": -0.47,
  "homo_lumo_gap_ha": 0.3334,
  "e_homo_ev": -9.5,
  "largest_force_ev_per_a": 1.0
}